{"formula": "C4H31NO14S", "method": "wB97M-V/def2-TZVPD", "symbols": ["O", "C", "C", "C", "S", "N", "C", "O", "H", "H", "H", "H", "H", "H", "H", "H", "H", "O", "H", "H", "O", "H", "H", "O", "H", "H", "O", "H", "H", "O", "H", "H", "O", "H", "H", "O", "H", "H", "O", "H", "H", "O", "H", "H", "O", "H", "H", "O", "H", "H", "O"], "positions_angstrom": [[-0.2711, -1.7723, 1.5568], [0.6374, -0.9251, 1.8686], [0.2283, 0.5079, 1.4877], [1.0526, 1.5897, 2.2786], [0.8762, 1.6128, 4.2232], [0.3148, 0.9171, 0.0884], [1.4337, 1.7068, -0.4921], [0.9788, 3.0509, -0.5288], [1.6863, -1.2693, 1.4860], [-0.9056, 0.5825, 1.8739], [0.5477, 2.4526, 1.9203], [2.1183, 1.3542, 2.2875], [-0.5036, 1.3253, -0.2269], [1.4643, 1.4231, -1.5604], [2.3592, 1.4678, -0.0949], [1.4191, 3.6647, -3.4395], [0.9318, 3.1161, -1.9870], [1.0411, 2.9285, -3.0903], [-0.3255, 3.1932, -1.2684], [-1.0361, 3.5701, -2.4974], [-1.3010, 3.2315, -1.7303], [-1.9152, -1.6858, 2.1215], [-2.5163, -2.6179, 3.2177], [-2.6325, -1.7602, 2.8786], [-3.6527, -2.7431, 1.2587], [-2.6285, -2.9099, 0.2781], [-3.5663, -3.3425, 0.5595], [-2.0085, -0.3479, -0.4069], [-1.0971, -1.5234, 0.2357], [-2.0067, -1.3881, -0.2525], [1.3954, -2.4852, -2.3500], [1.7715, -1.8623, -3.7363], [2.0502, -2.5457, -3.1276], [0.6594, 4.6697, 1.7002], [1.0413, 4.6129, 0.4860], [1.4638, 5.0264, 1.3097], [0.7685, -0.0265, -2.6212], [0.6539, 1.0552, -3.5440], [0.5918, 0.1582, -3.5196], [-3.9728, 1.1753, -2.4767], [-2.6762, 1.0856, -3.2807], [-3.5862, 1.0249, -3.3627], [0.3014, -1.5712, 3.7236], [2.0489, 1.3994, 4.6244], [0.9369, -1.0893, 3.2833], [0.0092, -4.7114, 1.4147], [-0.0076, -3.1909, 1.3077], [0.3792, -4.0431, 0.9265], [1.4708, -4.8107, -0.3022], [1.8985, -4.2778, -1.5320], [2.0789, -5.0024, -0.9687]], "e_above_lowest_kcal_mol": 184.78, "total_charge": -2, "homo_lumo_gap_ev": 7.295, "fmax_ev_per_a": 6.06, "e_homo_ev": -2.73}

***

{"formula": "C4H32FeO17", "method": "wB97M-V/def2-TZVPD", "symbols": ["Fe", "C", "C", "O", "O", "H", "H", "H", "C", "C", "O", "O", "H", "H", "H", "O", "H", "H", "O", "H", "H", "O", "H", "H", "O", "H", "H", "O", "H", "H", "O", "H", "H", "O", "H", "H", "O", "H", "H", "O", "H", "H", "O", "H", "H", "O", "H", "H", "O", "H", "H", "O", "H", "H"], "positions_angstrom": [[1.4224, 1.0607, 2.3943], [2.9522, 4.7308, 3.1221], [2.5430, 3.3092, 2.8819], [2.1347, 2.9479, 1.7295], [2.4856, 2.5049, 3.8552], [3.1480, 5.2565, 2.1936], [3.8192, 4.7499, 3.7805], [2.1427, 5.2457, 3.6416], [-0.4975, -0.7525, -0.6850], [0.2932, -0.0976, 0.3960], [0.9046, 0.9684, 0.1205], [0.3343, -0.5474, 1.6114], [-1.4125, -0.1504, -0.7228], [-0.7715, -1.7929, -0.6039], [0.1005, -0.5911, -1.5749], [1.5839, 1.5958, -2.8159], [0.7640, 1.4053, -3.2863], [1.4308, 1.1965, -1.9429], [1.0767, -1.9930, -3.3174], [0.9143, -2.8495, -2.8763], [1.2621, -2.2170, -4.2372], [-0.1399, -2.9385, 3.1085], [-0.5131, -2.0625, 2.9193], [-0.6156, -3.2843, 3.8710], [1.4207, -4.0443, -1.7899], [1.7180, -4.9590, -1.7425], [0.5201, -4.0689, -1.4031], [-0.4889, 2.0226, 2.8616], [-0.7777, 2.7137, 3.4676], [-1.2484, 1.8034, 2.3017], [-2.4544, 1.6589, -2.1919], [-2.0213, 2.5143, -2.0261], [-1.8561, 1.1989, -2.8109], [-0.6154, 3.2488, -0.8205], [0.0114, 3.9512, -0.6157], [-0.0897, 2.4338, -0.6994], [-1.2869, -4.2801, -1.2507], [-1.9257, -3.7544, -0.7582], [-1.6568, -4.3516, -2.1399], [2.0527, -2.9927, 0.8686], [1.2207, -2.8825, 1.3629], [1.8469, -3.0565, -0.0789], [-0.9116, 0.0374, -3.9451], [-0.3101, -0.5950, -3.4892], [-1.1392, -0.3955, -4.7753], [-3.6855, 1.1519, 0.3825], [-4.0586, 0.3019, 0.1337], [-3.3312, 1.5139, -0.4551], [-3.2798, -1.6203, -2.6069], [-3.0068, -0.7112, -2.8051], [-4.0644, -1.5233, -2.0545], [1.3713, -0.1174, 4.1917], [1.9765, -0.8282, 4.4381], [0.7083, -0.0644, 4.8877]], "e_above_lowest_kcal_mol": 0.00, "total_charge": 0, "homo_lumo_gap_ev": [9.219, 8.685], "fmax_ev_per_a": 1.45, "multiplicity": 5, "e_homo_ev": [-9.32, -8.82]}

***

{"formula": "C4H32N2O12S", "method": "wB97M-V/def2-TZVPD", "symbols": ["N", "C", "N", "C", "C", "S", "C", "O", "O", "H", "H", "H", "H", "H", "H", "H", "H", "H", "H", "H", "H", "O", "H", "H", "O", "H", "H", "O", "H", "H", "O", "H", "H", "O", "H", "H", "O", "H", "H", "O", "H", "H", "O", "H", "H", "O", "H", "H", "O", "H", "H"], "positions_angstrom": [[-1.1585, 1.9158, 1.7886], [-1.7293, 1.6402, 0.4578], [-1.4959, 0.2686, 0.0310], [-0.2904, 0.1330, -0.8477], [-0.5706, -1.0185, -1.7956], [0.7306, -1.6235, -2.9166], [1.0057, 0.1539, 0.0447], [1.2569, 1.5330, 0.3117], [2.0674, -0.4704, -0.5727], [-1.6337, 2.3753, 2.5179], [-0.1682, 2.0532, 1.7233], [-1.3391, 2.4062, -0.2147], [-2.7850, 1.8961, 0.5640], [-1.4655, -0.2495, 0.9012], [-0.1627, 1.0858, -1.3641], [-1.4441, -0.9831, -2.4282], [-0.8231, -1.8079, -1.0880], [1.2769, -2.6288, -2.2356], [0.9492, -0.2423, 1.0616], [2.1539, 1.8546, 0.3438], [2.3727, -0.1516, -1.4255], [-3.9464, -1.7739, -0.6694], [-4.4088, -1.9216, 0.1636], [-3.5936, -0.8787, -0.5915], [-0.1876, -3.3889, 2.3326], [0.0738, -3.0082, 3.1708], [-0.4101, -4.3100, 2.4554], [0.5211, 2.3683, -2.7121], [0.3036, 2.5410, -3.6301], [1.0564, 3.0764, -2.3374], [-2.9071, 0.4190, -3.3690], [-2.5589, 0.9329, -2.6320], [-2.1695, 0.3133, -3.9704], [3.5762, -2.3904, 1.1983], [3.3045, -1.8268, 0.4672], [3.0783, -2.0582, 1.9423], [1.8304, 3.9575, 1.7234], [1.9316, 3.0510, 2.0342], [0.9111, 4.1163, 1.9672], [-2.1069, -3.7670, -0.0218], [-2.7456, -3.0609, -0.2003], [-1.6181, -3.5879, 0.7845], [-0.6237, -0.6597, 3.8709], [-0.9341, -1.0706, 3.0470], [-0.2978, 0.1239, 3.3974], [2.1536, -0.2087, 3.1820], [3.0673, 0.0115, 3.3333], [1.7356, -0.6207, 3.9405], [0.9229, 4.3491, -0.7966], [0.8002, 3.4881, -0.3788], [1.6108, 4.7760, -0.2862]], "e_above_lowest_kcal_mol": 70.32, "total_charge": 0, "smiles": "NCN[C@H](CS)C(O)O.O.O.O.O.O.O.O.O.O.O", "homo_lumo_gap_ev": 8.665, "fmax_ev_per_a": 2.35, "e_homo_ev": -8.81}

***

{"formula": "C4H33N2O12", "method": "wB97M-V/def2-TZVPD", "symbols": ["N", "C", "C", "C", "O", "C", "N", "H", "H", "H", "H", "H", "H", "H", "H", "H", "H", "H", "H", "H", "O", "H", "H", "O", "H", "H", "O", "H", "H", "O", "H", "H", "O", "H", "H", "O", "H", "H", "O", "H", "H", "O", "H", "H", "O", "H", "H", "O", "H", "H", "O"], "positions_angstrom": [[1.5038, -0.5013, -0.5481], [0.1586, -0.5316, -1.4708], [-0.2194, -1.9995, -1.6632], [-0.8893, -2.3000, -3.0200], [-2.1872, -1.6845, -3.1562], [-1.0423, 0.3231, -0.8628], [-0.7628, 1.7790, -0.5728], [1.7787, -1.4799, -0.3870], [1.1118, -0.1892, 0.4135], [0.5410, -0.1290, -2.4049], [0.7824, -2.7384, -1.5944], [-0.8785, -2.5148, -0.9530], [-0.2983, -2.0350, -3.9042], [-1.2385, -3.4185, -3.0890], [-2.1184, -0.8421, -2.6319], [-1.8962, 0.2547, -1.6370], [-0.5355, 1.8731, 0.3914], [0.0807, 2.0486, -1.1106], [-1.3746, -2.4688, 3.5682], [-0.9106, -1.1220, 4.0544], [-1.4305, -1.9002, 4.3951], [3.4229, 0.9120, 2.2186], [2.0849, 0.4601, 1.5627], [2.9963, 0.7742, 1.3909], [1.0020, 3.1666, 1.0671], [2.5120, 2.2669, 1.1454], [1.9409, 3.0990, 1.0662], [-1.2263, 1.2304, 4.2896], [-0.6238, 0.5001, 2.9358], [-1.4642, 0.8864, 3.4221], [2.4058, 1.2439, -0.5869], [2.8238, 2.6933, -0.5571], [2.6822, 2.0079, -1.1850], [-1.3298, -0.1774, 0.0326], [0.8139, -0.4125, 3.2227], [0.6882, 0.0256, 2.3494], [-3.0648, 0.3008, 2.3318], [-3.2770, 1.1555, 1.1051], [-3.6081, 0.4579, 1.5983], [1.2081, 1.2910, -3.1986], [1.2061, 2.3751, -2.2463], [0.8660, 2.1559, -3.1449], [3.3437, 0.3542, -3.0131], [3.8116, -0.0860, -1.6966], [4.1132, 0.0140, -2.5942], [-1.6787, -1.6162, 1.1558], [-0.3617, -1.3104, 1.9483], [-0.9911, -1.9464, 1.8056], [-3.3451, -1.1554, 0.7368], [-3.2651, -1.0703, -0.7383], [-2.9480, -1.5467, -0.0077]], "e_above_lowest_kcal_mol": 133.25, "total_charge": 0, "homo_lumo_gap_ev": [10.399, 4.175], "fmax_ev_per_a": 4.60, "multiplicity": 2, "e_homo_ev": [-10.87, -10.50]}